The molecule CH2ClNO2 in a non-equilibrium geometry, computed with ωB97M-V/def2-TZVPD.

Last column: Löwdin charge in e.
Positions of all 7 atoms, in Å:
1 C -2.338 -0.376 0.024  -0.959
2 N -0.075 0.339 0.437  0.085
3 O -2.055 -1.520 -0.178  0.072
4 O -1.470 0.621 0.326  -0.157
5 Cl -3.866 0.361 0.017  0.798
6 H 0.175 0.162 -0.530  0.088
7 H 0.121 -0.618 0.663  0.074

**Multiplicity**: 1
**ΔE to the lowest compared entry with this formula, charge and spin**: 1.180 eV
**HOMO-LUMO gap**: 0.4429 hartree